# C6H18KO10P

A molecular structure, C6H18KO10P in a non-equilibrium geometry (the ωB97M-V functional and the def2-TZVPD basis, OMol25).

CARTESIAN COORDINATES (ANGSTROEM)
K: -0.373 0.932 0.561
P: -1.630 -2.108 0.392
O: -2.847 -1.157 0.830
O: -1.863 -3.586 0.594
O: -0.388 -1.561 1.161
O: -1.349 -1.785 -1.150
C: 1.776 -0.445 -3.923
C: 1.037 -1.305 -2.921
O: 0.490 -0.519 -1.862
O: 3.167 -0.268 -3.668
H: 1.323 0.554 -3.940
H: 1.661 -0.905 -4.906
H: 1.749 -2.003 -2.446
H: 0.240 -1.844 -3.444
H: -0.373 -1.108 -1.454
H: 3.229 -0.003 -2.743
C: 4.014 1.448 1.350
C: 3.731 0.990 -0.037
O: 2.368 1.020 -0.298
O: 3.981 2.843 1.566
H: 4.984 1.012 1.662
H: 3.336 0.899 2.011
H: 4.169 -0.005 -0.180
H: 4.243 1.637 -0.774
H: 1.991 0.251 -0.785
H: 4.755 3.211 1.133
C: -4.241 1.229 2.758
C: -5.034 0.058 2.165
O: -4.492 -1.144 2.574
O: -2.899 0.977 2.549
H: -4.481 1.369 3.819
H: -4.580 2.152 2.234
H: -4.974 0.149 1.069
H: -6.097 0.101 2.448
H: -3.790 -1.420 1.863
H: -2.832 0.333 1.792

Summary:
Gap between HOMO and LUMO (eV): 4.036
LUMO level (eV): 3.9
E (Ha): -1933.216149
Relative energy (zero: lowest compared OMol25 entry of this formula, charge and spin) (eV): 1.052
Total charge: -2